(1)
16
Properties=species:S:1:pos:R:3 method="wB97M-V/def2-TZVPD" e_tot_ev=-14951.23515 lumo_ev=0.36 smiles="NOC(=O)O.CC(=O)O" homo_lumo_gap_ha=0.386
N -1.168 0.200 1.918
O -0.333 -0.467 0.899
C -0.463 -1.838 0.856
O 0.087 -2.573 0.052
O -1.256 -2.324 1.841
H -0.457 0.447 2.605
H -1.679 -0.593 2.323
H -1.247 -3.290 1.676
C 0.876 2.243 -1.308
C 0.564 0.858 -1.773
O -0.440 0.502 -2.366
O 1.512 -0.029 -1.416
H 0.232 2.955 -1.832
H 0.701 2.320 -0.233
H 1.915 2.490 -1.542
H 1.155 -0.900 -1.699

=====

(2)
18
Properties=species:S:1:pos:R:3 method="wB97M-V/def2-TZVPD" e_tot_ev=-14206.83471 lumo_ev=-0.53 smiles="C#C[C@]1(F)CC=CC=C1C=O" homo_lumo_gap_ha=0.328
C 1.006 2.028 1.719
C 0.796 1.418 0.728
C 0.645 0.628 -0.514
F 1.800 0.952 -1.194
C -0.678 0.935 -1.183
C -1.707 0.500 -0.225
C -1.645 -0.606 0.497
C -0.550 -1.486 0.448
C 0.524 -1.008 -0.194
C 1.719 -1.770 -0.250
O 2.865 -1.470 -0.402
H 0.984 2.766 2.465
H -0.827 0.329 -2.123
H -0.779 2.012 -1.361
H -2.593 1.142 -0.305
H -2.404 -0.887 1.157
H -0.507 -2.666 0.681
H 1.351 -2.817 0.055